# 1
A 2-piece molecular cluster, C4H12NO3 overall, computed with ωB97M-V/def2-TZVPD.

Last column: Löwdin charge in e.
Geometry (Å):
O (-0.41455, 2.24769, -1.15500)  0.0711
O (1.80031, -3.17583, 0.90953)  -0.0600
O (-0.21818, 1.31871, -3.22460)  0.1237
N (-0.18158, 1.34486, 1.56945)  0.1339
C (-0.30177, -0.17153, 1.29527)  -0.1553
C (-0.37046, 1.27550, -1.87005)  -0.4754
C (-0.65223, -0.12763, -1.25031)  -0.0910
C (0.16387, -0.49506, -0.06977)  -0.2186
H (1.16789, 0.03201, -0.28916)  0.1686
H (0.00666, -0.81867, 2.13955)  0.1396
H (-0.58170, -0.71473, -2.11352)  0.1015
H (-0.42589, 2.08553, -3.78039)  0.1463
H (-0.83224, 2.04085, 0.99441)  0.2009
H (0.85072, 1.68017, 1.31639)  0.2142
H (-1.42680, -0.26459, 1.25344)  0.1496
H (1.53934, -3.93922, 1.40569)  0.0346
H (-1.81815, 0.04189, -1.12101)  0.1850
H (1.71218, -2.29136, 1.38084)  0.0512
H (0.31132, -1.57234, 0.00733)  0.1058
H (-0.32872, 1.50376, 2.60192)  0.1743

Computed properties:
E_HOMO: -14.42 eV
Total charge: +1
ΔE to the lowest compared entry with this formula, charge and spin: 42.3 kcal/mol
Gap between HOMO and LUMO: 10.8 eV

---

# 2
A 4-piece molecular cluster, C4H12NO6 overall, computed with ωB97M-V/def2-TZVPD.

Last column: Löwdin charge in e.
Geometry (Å):
O (0.13414, -2.90333, 1.61500)  0.0169
O (1.29751, -0.14687, -3.15115)  -0.1008
O (0.60437, -0.72354, -0.19412)  -0.0369
O (-1.40661, -0.85275, -2.45447)  0.0546
O (-2.42126, 1.76494, 1.85123)  -0.0163
O (2.02606, 0.79755, -0.95014)  -0.0262
N (-1.91327, 0.42203, 0.17507)  0.1883
C (-1.56721, 1.04191, 1.32649)  -0.5420
C (-0.15693, 0.93522, 1.81855)  -0.0732
C (1.32219, 1.16846, 1.16284)  -0.0740
C (1.24864, 0.33689, -0.11837)  -0.7149
H (-1.28638, -1.70621, -2.21819)  -0.0047
H (1.60801, 2.25617, 1.08215)  0.1147
H (2.14705, 0.77116, 1.67804)  0.0831
H (-2.87365, 0.42709, -0.12343)  0.1116
H (0.81811, -2.57430, 1.08419)  -0.0059
H (-0.58030, -2.56774, 1.26054)  -0.0678
H (0.22696, -0.17942, 1.96439)  0.1416
H (1.85385, -0.05216, -2.26578)  0.0401
H (-0.40608, 1.52911, 2.67451)  0.0834
H (1.18162, 0.69676, -3.43404)  -0.0436
H (-0.62093, -0.54530, -2.40245)  -0.1170
H (-1.23590, 0.10428, -0.38084)  -0.0110

Computed properties:
E_HOMO: -5.47 eV
Total charge: -1
ΔE to the lowest compared entry with this formula, charge and spin: 57.5 kcal/mol
Gap between HOMO and LUMO: 9.1 eV

---

# 3
A 2-piece molecular cluster, C4H12NOS overall, computed with ωB97M-V/def2-TZVPD.

Last column: Löwdin charge in e.
Geometry (Å):
S (-0.65258, 1.18782, 3.43255)  0.0686
O (-2.16182, -2.54059, -0.47934)  -0.1077
N (-0.24579, -0.17122, -0.93139)  -0.1377
C (0.97589, -0.01646, -0.13958)  -0.2886
C (0.43757, 1.28130, 1.99421)  -0.8378
C (0.66383, -0.09757, 1.34630)  -0.3184
C (-0.06360, 0.21293, -2.34917)  -0.1210
H (1.39140, 1.79222, 2.14869)  0.0342
H (-1.87662, -1.64768, -0.76126)  -0.0015
H (-0.20998, -0.70749, 1.57768)  0.0606
H (1.73145, -0.78932, -0.34287)  0.1036
H (-0.80186, 0.57165, -0.51009)  0.1008
H (1.49808, -0.58633, 1.81329)  0.0838
H (1.49465, 0.91038, -0.44220)  0.1083
H (-0.01497, 1.92857, 1.21763)  0.0251
H (0.95602, 0.07244, -2.64562)  0.0598
H (-0.76358, -0.29751, -2.99753)  0.0630
H (-0.22965, 1.28964, -2.41487)  0.0721
H (-2.12843, -2.39277, 0.48357)  0.0328

Computed properties:
E_HOMO: -2.45 eV
Total charge: -1
ΔE to the lowest compared entry with this formula, charge and spin: 21.8 kcal/mol
Gap between HOMO and LUMO: 5.8 eV

---

# 4
A 2-piece molecular cluster, C4H12NOS overall, computed with ωB97M-V/def2-TZVPD.

Last column: Löwdin charge in e.
Geometry (Å):
S (-1.53311, 3.57818, -0.13899)  0.0033
O (1.07509, 0.59907, -2.22789)  -0.0929
N (-0.08339, -0.31460, 0.78507)  -0.1235
C (-0.54650, 2.16959, 0.62651)  -0.7827
C (1.16537, -2.09536, -0.11000)  -0.1295
C (-0.27841, -1.62725, 0.23149)  -0.3222
C (-1.11601, 0.77251, 0.42060)  -0.3116
H (-0.54986, -2.37204, 0.93363)  0.0694
H (1.58574, -1.43629, -0.85109)  0.0243
H (0.44747, 2.41824, 0.30308)  0.0065
H (-1.42741, 0.67688, -0.72356)  0.1143
H (-1.98975, 0.67050, 1.11826)  0.0988
H (1.85195, -1.74959, 0.79027)  0.1010
H (0.83623, 0.13265, -1.35564)  0.0227
H (0.14013, -0.27357, 1.77541)  0.1057
H (1.37523, -3.17653, -0.28056)  0.0627
H (-0.92018, -1.61320, -0.73425)  0.1398
H (0.51278, 1.35471, -2.25540)  0.0020
H (-0.54538, 2.28610, 1.69305)  0.0118

Computed properties:
E_HOMO: -2.51 eV
Total charge: -1
ΔE to the lowest compared entry with this formula, charge and spin: 38.0 kcal/mol
Gap between HOMO and LUMO: 6.0 eV

---

# 5
A 2-piece molecular cluster, C4H12NOS overall, computed with ωB97M-V/def2-TZVPD.

Last column: Löwdin charge in e.
Geometry (Å):
S (0.54062, -2.50682, -1.26142)  0.1865
O (4.54873, -0.47545, 0.76033)  -0.1420
N (-0.14891, 0.96514, 0.43929)  -0.1173
C (1.05015, -1.27593, -0.08768)  -0.8136
C (-0.19040, -0.42572, -0.05337)  -0.4956
C (-2.36995, 0.88281, -0.76064)  -0.1125
C (-1.56026, 1.31346, 0.65290)  -0.2407
H (0.38772, 1.53548, -0.18053)  0.0841
H (-1.78217, 2.33255, 0.92989)  0.0658
H (-2.30744, -0.22537, -0.67592)  0.0362
H (-3.46555, 1.01373, -0.59422)  0.0483
H (-0.47870, -0.28181, -1.10470)  0.0291
H (4.20204, -1.14984, 0.11045)  0.0464
H (-2.00389, 1.14033, -1.76367)  0.0632
H (-1.07932, -0.94886, 0.40579)  0.0967
H (1.10835, -1.62407, 0.92513)  0.0322
H (3.54642, -0.31212, 0.92748)  0.0500
H (-1.90957, 0.57037, 1.50741)  0.1294
H (1.91212, -0.52790, -0.17652)  0.0538

Computed properties:
E_HOMO: -2.58 eV
Total charge: -1
ΔE to the lowest compared entry with this formula, charge and spin: 63.6 kcal/mol
Gap between HOMO and LUMO: 6.3 eV

---

# 6
A 2-piece molecular cluster, C4H12NOS overall, computed with ωB97M-V/def2-TZVPD.

Last column: Löwdin charge in e.
Geometry (Å):
S (4.01932, 0.61882, -0.24803)  0.0185
O (-0.32670, -2.21920, 1.57074)  -0.0866
N (-0.00857, 0.38658, 0.06460)  -0.1047
C (2.35251, -0.02143, 0.28230)  -0.7911
C (1.28850, 0.38855, -0.69109)  -0.3614
C (-2.47862, 0.54326, -0.07147)  -0.1247
C (-1.19586, 0.19868, -0.80352)  -0.3139
H (1.45844, 1.40907, -1.07752)  0.0805
H (1.34046, -0.23087, -1.58860)  0.1017
H (2.15356, 0.38439, 1.28945)  0.0320
H (-1.27592, -0.83264, -1.15861)  0.1021
H (2.36540, -1.12791, 0.37440)  0.0368
H (0.54215, -2.00877, 1.92148)  0.0188
H (-2.35871, 0.76818, 1.04507)  0.0910
H (-3.29051, -0.20621, -0.13174)  0.0649
H (-0.40599, -1.62749, 0.80697)  -0.0082
H (-0.10105, 1.30558, 0.47249)  0.0980
H (-2.94940, 1.49093, -0.33322)  0.0490
H (-1.12901, 0.78045, -1.72368)  0.0973

Computed properties:
E_HOMO: -2.42 eV
Total charge: -1
ΔE to the lowest compared entry with this formula, charge and spin: 21.9 kcal/mol
Gap between HOMO and LUMO: 5.8 eV

---

# 7
An isolated ion of composition C4H12NOS and charge +1, computed with ωB97M-V/def2-TZVPD.

Last column: Löwdin charge in e.
Geometry (Å):
S (-0.93598, -0.28350, -0.12371)  0.8562
O (-1.61605, -1.41539, -0.59915)  -0.3028
N (0.64749, -0.55857, 0.19766)  -0.3657
C (-1.27315, 0.94290, -1.46312)  -0.0911
C (-1.63825, 0.05376, 1.53601)  -0.0524
C (0.91958, -2.02350, 0.48006)  -0.0399
C (1.62122, 0.33818, -0.38880)  -0.0794
H (2.00788, 1.16828, 0.34316)  0.1357
H (2.52920, -0.30447, -0.51212)  0.1083
H (0.80149, -2.21802, 1.53168)  0.0773
H (-2.36717, 1.28191, -1.53679)  0.1224
H (1.96572, -2.35700, 0.24626)  0.1173
H (-0.92335, 0.73355, 1.94341)  0.0664
H (-1.09271, 0.36082, -2.33638)  0.0679
H (-2.59521, 0.45500, 1.51500)  0.0627
H (0.25608, -2.78008, 0.00999)  0.0981
H (1.19624, 0.66715, -1.32889)  0.0649
H (-1.39089, -0.85039, 2.02079)  0.0661
H (-0.75287, 1.90655, -1.25158)  0.0880

Computed properties:
E_HOMO: -14.44 eV
Total charge: +1
Structure (SMILES): C[N+](C)=S(C)(C)=O
ΔE to the lowest compared entry with this formula, charge and spin: 78.1 kcal/mol
Gap between HOMO and LUMO: 11.0 eV

---

# 8
C4H12NOS as an isolated structure, computed with ωB97M-V/def2-TZVPD.

Last column: Löwdin spin population.
Geometry (Å):
S (0.79607, 0.32634, -0.06701)  0.1321
O (1.27021, 1.56254, -0.61626)  0.0066
N (-0.72548, 0.26702, 0.58948)  0.7828
C (1.02280, -0.74468, -1.45554)  0.0312
C (1.86847, -0.41828, 1.22928)  0.0464
C (-1.60932, -0.82717, 0.49593)  0.1119
C (-1.51145, 1.88380, -0.06566)  0.6590
H (0.17397, -1.26184, -1.81138)  0.0011
H (1.46437, 0.02252, 2.21818)  0.0009
H (2.96640, -0.44716, 1.16264)  0.0088
H (1.91476, -1.52583, -1.30674)  0.0010
H (-0.75766, 2.04569, -0.93865)  0.0376
H (1.28648, -0.03356, -2.25233)  0.0035
H (1.47081, -1.46539, 1.18443)  0.0029
H (-2.06422, -1.01867, -0.53997)  0.0606
H (-2.44763, 1.45561, -0.38037)  0.0424
H (-1.48536, 2.60622, 0.72817)  0.0387
H (-2.56006, -0.64460, 1.04036)  0.0100
H (-1.07316, -1.78255, 0.78544)  0.0226

Computed properties:
E_HOMO (spin up / spin down): -9.62 / -15.93 eV
Total charge: +1
2S+1: 3
ΔE to the lowest compared entry with this formula, charge and spin: 110.6 kcal/mol
Gap between HOMO and LUMO (spin up / spin down): 6.4 / 8.0 eV
⟨S²⟩: 2.008

---

# 9
A 2-piece molecular cluster, C4H12NOS2 overall, computed with ωB97M-V/def2-TZVPD.

Last column: Löwdin spin population.
Geometry (Å):
S (0.27646, -0.85742, -1.18548)  0.3688
S (2.19183, -0.71088, -0.42022)  0.1317
O (2.28081, 1.70050, 1.84257)  0.0040
N (-1.22084, 2.32457, 0.76393)  0.0117
C (-0.03839, -2.62664, -1.27118)  0.0214
C (0.86973, 1.65882, 1.84723)  0.0053
C (-1.48983, -2.88738, -1.63856)  0.2017
C (0.25799, 2.51397, 0.74994)  0.0136
H (0.61570, -3.00225, -2.05862)  0.0082
H (-1.66406, 3.03167, 0.19816)  0.0195
H (2.57300, 1.03471, 1.16437)  0.0011
H (0.45280, 3.58530, 0.84296)  0.0033
H (-1.70029, -2.57040, -2.66468)  0.0741
H (0.67534, 2.15052, -0.19512)  0.0010
H (0.50654, 2.01311, 2.82126)  0.0010
H (-1.36979, 1.40087, 0.37208)  0.0128
H (-2.21805, -2.39765, -0.98947)  0.0468
H (0.24366, -3.04843, -0.30514)  0.0039
H (-1.71186, -3.96264, -1.58843)  0.0688
H (0.46924, 0.64966, 1.71441)  0.0012

Computed properties:
E_HOMO (spin up / spin down): 3.81 / 0.14 eV
Total charge: -2
2S+1: 2
ΔE to the lowest compared entry with this formula, charge and spin: 2.8 kcal/mol
Gap between HOMO and LUMO (spin up / spin down): 2.1 / 5.8 eV
⟨S²⟩: 0.751

---

# 10
An isolated ion of composition C4H12NOS2 and charge +1, computed with ωB97M-V/def2-TZVPD.

Last column: Löwdin charge in e.
Geometry (Å):
S (0.43247, 0.13670, 1.86505)  0.4713
S (1.99012, -1.10795, 1.98866)  0.4299
O (-0.30145, 0.38389, -2.58183)  -0.0636
N (0.54476, 1.84088, -0.74520)  0.1395
C (-0.62096, -0.15025, 0.36241)  -0.4426
C (-1.41405, 0.87661, -1.87592)  -0.1792
C (1.39077, -2.72043, 2.68076)  -0.3984
C (-0.83500, 1.27994, -0.36851)  -0.2608
H (1.13827, -2.83637, 3.71410)  0.0309
H (-1.67268, -0.24969, 0.52526)  0.0704
H (2.32266, -3.20445, 2.33504)  0.0243
H (1.18165, 1.03725, -0.79087)  0.1372
H (0.54140, 2.32417, -1.66611)  0.1705
H (-0.28324, -0.81475, -0.39146)  0.0700
H (-0.40115, -0.32745, -3.13832)  0.0721
H (-1.67928, 1.80975, -2.67394)  0.1865
H (-2.32049, 0.26469, -1.70699)  0.1250
H (0.98136, 2.35394, 0.12651)  0.1998
H (0.42151, -2.96540, 2.15417)  0.0539
H (-1.41667, 2.06891, 0.18719)  0.1631

Computed properties:
E_HOMO: -12.46 eV
Total charge: +1
Structure (SMILES): CSSC[C@@H]([NH3+])CO
ΔE to the lowest compared entry with this formula, charge and spin: 52.2 kcal/mol
Gap between HOMO and LUMO: 9.3 eV